Entry from the Open Molecules 2025 dataset: a structure of composition C31H26AsAuI2N2O (the ωB97M-V functional and the def2-TZVPD basis).

Last column: Löwdin charge in e.
Geometry (Å):
1 Au 0.491 -0.761 0.914  0.67
2 I 4.776 3.870 4.650  0.80
3 C 3.673 2.170 4.064  -0.73
4 C 2.489 1.865 4.717  -0.24
5 C 1.758 0.784 4.270  -0.64
6 I -0.068 0.279 5.174  0.86
7 C 2.139 -0.014 3.166  -0.50
8 O 1.419 -1.040 2.794  -0.32
9 C 3.353 0.347 2.527  -0.17
10 C 3.830 -0.475 1.357  -0.16
11 N 2.955 -0.405 0.176  -0.10
12 C 3.031 0.834 -0.605  -0.15
13 C 2.270 1.969 0.050  -0.28
14 C 2.898 3.135 0.463  -0.03
15 C 2.157 4.104 1.118  -0.05
16 C 0.805 3.882 1.329  -0.05
17 C 0.253 2.708 0.845  -0.14
18 N 0.961 1.775 0.212  0.06
19 C 4.105 1.413 2.991  -0.15
20 H 2.145 2.455 5.554  0.08
21 H 3.846 -1.522 1.669  0.13
22 H 4.856 -0.171 1.106  0.12
23 H 3.152 -1.195 -0.422  0.11
24 H 2.560 0.638 -1.571  0.12
25 H 4.070 1.146 -0.781  0.12
26 H 3.960 3.260 0.295  0.12
27 H 2.628 5.010 1.478  0.11
28 H 0.193 4.602 1.854  0.11
29 H -0.805 2.492 0.964  0.11
30 H 5.033 1.660 2.488  0.10
31 C -5.448 -0.254 0.908  -0.08
32 C -5.235 -0.123 -0.457  -0.08
33 C -3.961 -0.288 -0.980  -0.11
34 C -2.898 -0.587 -0.135  -0.37
35 C -3.114 -0.704 1.236  -0.12
36 C -4.388 -0.542 1.757  -0.08
37 As -1.106 -0.961 -0.765  1.21
38 C -0.997 -0.024 -2.441  -0.38
39 C -0.495 -0.642 -3.581  -0.11
40 C -0.310 0.089 -4.745  -0.08
41 C -0.610 1.443 -4.769  -0.08
42 C -1.104 2.067 -3.630  -0.08
43 C -1.296 1.336 -2.470  -0.12
44 C -1.318 -2.841 -1.211  -0.37
45 C -2.290 -3.296 -2.098  -0.11
46 C -2.500 -4.655 -2.268  -0.08
47 C -1.742 -5.572 -1.553  -0.09
48 C -0.761 -5.129 -0.679  -0.08
49 C -0.550 -3.768 -0.511  -0.12
50 H -6.445 -0.126 1.312  0.10
51 H -6.063 0.109 -1.114  0.10
52 H -3.788 -0.181 -2.045  0.10
53 H -2.270 -0.924 1.882  0.07
54 H -4.552 -0.630 2.823  0.11
55 H -0.255 -1.700 -3.555  0.10
56 H 0.067 -0.400 -5.634  0.10
57 H -0.454 2.015 -5.674  0.10
58 H -1.331 3.125 -3.648  0.11
59 H -1.687 1.812 -1.577  0.10
60 H -2.892 -2.586 -2.654  0.10
61 H -3.263 -4.998 -2.955  0.10
62 H -1.918 -6.633 -1.676  0.10
63 H -0.164 -5.839 -0.121  0.11
64 H 0.202 -3.408 0.181  0.06

Net charge: 0
Gap between HOMO and LUMO (eV): 7.70
Electronic energy (hartree): -4348.5114
Molar mass (g mol⁻¹): 968.26
ΔE to the lowest compared entry with this formula, charge and spin (kcal per mole): 0.0